1.
# C9H9ClO

A single C9H9ClO molecule (ωB97M-V with the def2-TZVPD basis set, the OMol25 dataset).

Calculated values
SMILES string: C=C/C(Cl)=C1/C=CC=C[C@@H]1O
Energy relative to the best compared isomer or geometry (same formula, charge and spin), kcal per mole: 72.8
Charge: 0
HOMO-LUMO gap, eV: 8.00
Total energy, eV: -24045.694
E_HOMO, hartree: -0.3063

```
20
Properties=species:S:1:pos:R:3:forces:R:3:mulliken_charge:R:1
C -2.37587 1.12202 -0.51040 -1.23 0.62 -1.43 -0.23
C -1.42497 2.00376 0.12485 -0.36 3.20 0.60 -0.12
C -2.14970 -0.15390 -0.72219 1.22 0.06 0.88 -0.79
C -0.24442 1.61094 0.63659 -1.64 -1.92 -1.52 -1.01
C -0.94924 -0.76038 0.06407 -2.29 -2.36 -1.61 0.10
C 0.17007 0.20786 0.34248 0.36 1.18 -0.47 0.26
C 3.34785 -1.50900 -0.53170 -2.51 0.94 1.07 -0.97
C 2.10701 -1.31172 -0.07252 0.11 -0.29 -0.70 0.00
C 1.48363 -0.01016 0.09274 -0.19 0.22 1.16 0.58
O -1.61963 -1.27528 1.24805 1.84 -2.42 -1.71 -0.53
Cl 2.62480 1.31850 0.38247 -0.18 -0.38 -0.38 -0.25
H -3.32624 1.41267 -0.99540 0.72 0.93 0.66 0.29
H -1.68465 3.14504 0.11292 0.45 -2.28 0.31 0.22
H -2.94633 -0.65694 -1.27431 0.81 -0.81 0.36 0.32
H 0.47114 2.25924 1.03145 0.67 0.98 0.58 0.50
H -0.75157 -1.69939 -0.55774 0.78 1.22 1.25 0.33
H 3.86479 -2.39136 -0.54625 0.76 -2.34 -0.16 0.31
H 3.87671 -0.66705 -0.80588 1.22 1.65 -0.54 0.28
H 1.39997 -2.07527 0.20990 0.32 -0.60 0.02 0.34
H -1.87334 -0.56957 1.77089 -0.86 2.42 1.64 0.38
```
Positions in Å, forces in eV/Å.

2.
# C6H7NO2

A single C6H7NO2 molecule (ωB97M-V with the def2-TZVPD basis set, the OMol25 dataset).

Calculated values
SMILES string: CN1C(=O)C=C[C@H]1C=O
Energy relative to the best compared isomer or geometry (same formula, charge and spin), kcal per mole: 49.1
Charge: 0
HOMO-LUMO gap, eV: 10.06
Total energy, eV: -11918.304
E_HOMO, hartree: -0.3544

```
16
Properties=species:S:1:pos:R:3:forces:R:3:mulliken_charge:R:1
C 1.06607 -1.51649 0.77832 2.22 -2.16 0.41 -0.41
C -0.03975 -1.87462 0.18195 -3.21 2.05 1.17 -0.56
C 1.49940 -0.13575 0.57450 -1.44 1.37 -1.31 0.49
C -1.92971 0.05935 0.57587 -1.68 1.61 0.23 -0.02
C -0.75753 -0.50218 -0.19258 3.32 -0.51 1.11 0.05
C 0.37721 1.70511 -0.95738 3.55 -2.09 -0.69 -1.00
N 0.44775 0.45173 -0.08869 -4.33 0.26 -1.11 0.06
O 2.51662 0.43633 0.83122 1.45 0.10 0.50 -0.62
O -3.05341 -0.38342 0.73040 1.98 -0.12 -0.17 -0.48
H 1.72184 -2.26950 1.20919 0.07 0.40 0.25 0.38
H -0.59664 -2.78844 0.41276 0.34 0.23 -0.69 0.40
H -1.08281 -0.48078 -1.18250 -0.57 -0.14 -1.96 0.40
H -1.73755 1.17758 0.80338 -0.13 -1.29 0.17 0.25
H -0.45609 1.96010 -1.62867 -0.08 -1.13 0.64 0.33
H 0.68907 2.58787 -0.49410 -0.20 1.31 1.71 0.38
H 1.33555 1.57311 -1.55365 -1.30 0.11 -0.25 0.35
```
Positions in Å, forces in eV/Å.